Record 1
This record from the Open Molecules 2025 dataset describes a structure of composition C6H68NO28. The level of theory is the ωB97M-V functional and the def2-TZVPD basis.

The geometry in XYZ format:
```
103
Properties=species:S:1:pos:R:3
C 53.93 6.83 37.40
O 53.55 5.71 38.18
C 53.14 4.63 37.46
C 51.97 4.23 38.37
N 51.20 3.14 37.78
H 51.89 2.64 37.30
H 50.79 2.90 38.72
C 50.32 3.62 36.70
C 49.40 2.54 36.09
O 48.44 3.17 35.36
C 47.51 2.18 34.68
H 54.49 6.57 36.67
H 54.33 7.54 38.10
H 52.98 7.20 36.92
H 54.09 3.88 37.45
H 52.77 4.79 36.53
H 51.35 5.19 38.55
H 52.15 3.99 39.44
H 50.91 4.20 35.81
H 49.74 4.56 37.20
H 49.07 2.06 36.88
H 50.09 1.72 35.47
H 47.94 1.85 33.83
H 46.72 2.88 34.18
H 47.16 1.38 35.38
O 45.04 0.34 33.06
H 44.55 0.64 33.76
H 45.66 0.10 33.57
O 57.43 8.40 37.16
H 58.28 9.02 36.80
H 57.18 7.67 36.56
O 44.38 3.49 32.90
H 43.91 4.26 32.69
H 44.35 3.32 33.74
O 48.96 2.44 31.00
H 48.44 3.05 31.52
H 48.73 2.49 30.02
O 57.19 6.18 38.69
H 57.54 5.60 38.02
H 56.69 6.87 38.27
O 50.74 3.64 42.29
H 50.05 3.86 42.83
H 50.35 3.30 41.50
O 46.97 4.13 31.70
H 46.84 4.38 30.85
H 46.15 3.68 32.11
O 51.45 0.75 33.18
H 50.79 0.95 32.53
H 51.08 -0.03 33.65
O 48.75 5.80 39.40
H 47.97 5.15 39.56
H 49.25 5.41 40.23
O 54.83 5.88 34.07
H 54.99 5.50 33.19
H 54.74 6.93 33.87
O 52.60 0.84 36.68
H 51.98 0.18 36.48
H 52.70 1.14 35.71
O 47.93 -0.25 36.61
H 47.24 -0.69 37.26
H 48.22 0.62 37.06
O 50.02 8.39 36.64
H 49.27 8.21 37.11
H 50.32 7.45 36.53
O 57.13 6.19 35.49
H 57.92 6.06 34.83
H 56.22 6.16 34.91
O 53.18 6.06 40.80
H 52.48 6.79 40.79
H 53.32 5.69 39.90
O 51.04 7.45 40.09
H 50.66 7.90 39.40
H 50.48 7.61 40.89
O 47.61 0.92 38.62
H 46.87 1.58 38.33
H 47.18 0.52 39.30
O 47.42 -0.70 33.98
H 47.56 -0.43 34.96
H 47.52 -1.64 34.04
O 55.55 8.01 40.37
H 55.29 8.70 41.01
H 54.77 7.35 40.41
O 49.99 2.16 40.14
H 50.79 1.37 40.39
H 49.39 1.56 39.60
O 56.40 3.31 36.09
H 56.49 4.22 36.08
H 56.56 2.86 36.92
O 50.91 -0.40 35.84
H 49.99 -0.75 35.76
H 51.33 -1.26 36.17
O 50.24 6.17 34.89
H 50.52 6.82 34.29
H 49.28 5.94 34.57
O 53.88 -0.04 38.60
H 53.50 0.33 37.86
H 54.03 -0.79 38.06
O 47.70 5.45 34.29
H 47.82 4.64 34.76
H 47.32 5.52 33.35
O 52.67 2.25 34.31
H 53.61 2.33 33.90
H 52.33 1.46 33.82
```

Output
- E_LUMO (eV) = -3.51
- max |F| (hartree/bohr) = 0.199
- HOMO (eV) = -11.2
- total charge = +1
- gap between HOMO and LUMO (eV) = 7.69
- 2S+1 = 1
- energy relative to the best compared isomer or geometry (same formula, charge and spin) (kJ/mol) = 425.9

Record 2
This record from the Open Molecules 2025 dataset describes a structure of composition C6H6AlFNO2S2. The level of theory is the ωB97M-V functional and the def2-TZVPD basis.

The geometry in XYZ format:
```
19
Properties=species:S:1:pos:R:3
O 3.37 0.87 2.04
S 2.63 1.29 0.93
O 3.44 1.71 -0.15
F 1.57 2.31 1.39
N 1.79 -0.19 0.35
S 2.51 -0.85 -1.00
C 0.39 -0.04 0.04
C -0.50 -1.10 0.51
C -1.84 -1.04 0.23
C -2.40 0.09 -0.52
C -1.53 1.10 -0.97
C -0.18 1.05 -0.74
H 1.53 -1.75 -1.39
H -0.12 -1.94 1.10
H -2.51 -1.88 0.59
H -3.48 0.10 -0.71
H -1.97 1.94 -1.53
H 0.50 1.83 -1.12
Al -3.45 -3.69 0.99
```

Output
- E_LUMO (eV) = -16.92
- max |F| (hartree/bohr) = 0.120
- HOMO (eV) = -21.6
- total charge = +3
- gap between HOMO and LUMO (eV) = 4.69
- 2S+1 = 1

Record 3
This record from the Open Molecules 2025 dataset describes a structure of composition C6H6Br18. The level of theory is the ωB97M-V functional and the def2-TZVPD basis.

The geometry in XYZ format:
```
30
Properties=species:S:1:pos:R:3
C 4.59 -0.54 -1.28
Br 3.20 -1.73 -0.66
Br 3.76 1.13 -1.87
Br 5.42 -1.38 -2.89
H 5.29 -0.39 -0.45
C 1.67 -1.63 -5.14
Br 0.84 -0.92 -3.47
Br 2.66 -0.22 -6.10
Br 0.49 -2.50 -6.38
H 2.51 -2.30 -4.98
C -0.08 -1.93 3.54
Br -1.96 -1.65 2.93
Br 0.84 -3.06 2.23
Br -0.18 -2.71 5.38
H 0.42 -0.96 3.51
C 0.64 1.18 -0.19
Br 1.50 0.67 1.54
Br 0.64 3.13 -0.50
Br -1.19 0.39 -0.20
H 1.21 0.65 -0.95
C -5.02 -0.04 0.04
Br -5.73 -0.37 1.88
Br -6.01 1.37 -1.00
Br -4.78 -1.71 -1.12
H -4.06 0.42 0.24
C -1.25 2.93 3.06
Br -2.96 1.98 2.41
Br -0.72 2.54 4.92
Br -1.37 4.96 3.02
H -0.37 2.70 2.47
```

Output
- E_LUMO (alpha / beta) (eV) = -4.08 / -9.94
- max |F| (hartree/bohr) = 0.047
- HOMO (alpha / beta) (eV) = -12.4 / -12.4
- total charge = +1
- gap between HOMO and LUMO (alpha / beta) (eV) = 8.34 / 2.47
- expectation value of S² = 0.7545
- 2S+1 = 2
- energy relative to the best compared isomer or geometry (same formula, charge and spin) (kJ/mol) = 67.5

Record 4
This record from the Open Molecules 2025 dataset describes a cluster of 2 separate species, C6H6Br2 in total. The level of theory is the ωB97M-V functional and the def2-TZVPD basis.

The geometry in XYZ format:
```
14
Properties=species:S:1:pos:R:3
C -2.14 -0.48 -0.58
C -0.88 -0.93 -0.59
C 0.36 -1.05 -0.83
C 1.64 -1.28 -0.86
Br 2.21 -2.73 0.21
H -2.31 0.49 -1.09
H -2.92 -1.11 -0.13
H 2.27 -1.06 -1.69
C 1.01 1.33 0.55
C -0.21 1.48 1.03
Br -0.79 1.13 2.78
H 1.05 1.42 -0.49
H 1.83 1.09 1.24
H -1.13 1.69 0.46
```

Output
- E_LUMO (eV) = -0.48
- max |F| (hartree/bohr) = 0.051
- HOMO (eV) = -8.9
- total charge = 0
- gap between HOMO and LUMO (eV) = 8.43
- 2S+1 = 1
- energy relative to the best compared isomer or geometry (same formula, charge and spin) (kJ/mol) = 295.3

Record 5
This record from the Open Molecules 2025 dataset describes an isolated molecule of C6H6Br2N2O. The level of theory is the ωB97M-V functional and the def2-TZVPD basis.

The geometry in XYZ format:
```
17
Properties=species:S:1:pos:R:3
C 0.32 -0.57 2.89
C 1.45 -0.45 -1.19
C 0.12 -0.95 1.52
C 0.34 0.42 0.76
C -1.22 -0.02 -1.59
C 0.41 0.37 -0.72
N 0.47 -0.25 4.00
N 2.24 -1.20 -1.54
O -1.14 0.42 -2.92
Br -2.60 0.76 -0.36
Br 0.93 2.21 -1.34
H -1.00 -1.37 1.46
H 0.99 -1.58 1.21
H -0.39 1.12 0.98
H 1.22 0.84 1.34
H -1.42 -1.12 -1.64
H -0.72 1.37 -2.86
```

Output
- E_LUMO (alpha / beta) (eV) = 0.19 / -5.27
- max |F| (hartree/bohr) = 0.131
- HOMO (alpha / beta) (eV) = -6.8 / -10.7
- total charge = 0
- gap between HOMO and LUMO (alpha / beta) (eV) = 6.94 / 5.41
- expectation value of S² = 2.0106
- 2S+1 = 3

Record 6
This record from the Open Molecules 2025 dataset describes a structure of composition C6H6BrCl2NOOs. The level of theory is the ωB97M-V functional and the def2-TZVPD basis.

The geometry in XYZ format:
```
18
Properties=species:S:1:pos:R:3
Os 0.73 1.70 0.69
O 0.38 -3.45 -2.20
C 0.31 -2.38 -1.55
C -0.89 -1.89 -0.85
C -0.85 -0.71 -0.17
N 0.32 0.03 -0.13
C 1.46 -0.46 -0.80
Br 2.78 0.90 -0.43
C 1.54 -1.59 -1.49
H -0.42 -4.03 -2.28
H -1.81 -2.46 -0.88
H -1.71 -0.32 0.35
H 2.44 -1.94 -2.00
Cl 0.10 2.03 2.89
C -0.99 3.47 2.50
Cl -0.78 3.48 0.67
H -0.56 4.38 2.93
H -2.02 3.23 2.76
```

Output
- E_LUMO (alpha / beta) (eV) = -20.40 / -20.37
- max |F| (hartree/bohr) = 0.021
- HOMO (alpha / beta) (eV) = -26.4 / -26.4
- total charge = +4
- gap between HOMO and LUMO (alpha / beta) (eV) = 5.98 / 6.02
- 2S+1 = 1

Record 7
This record from the Open Molecules 2025 dataset describes an isolated molecule of C6H6BrNS. The level of theory is the ωB97M-V functional and the def2-TZVPD basis.

The geometry in XYZ format:
```
15
Properties=species:S:1:pos:R:3
C 1.19 -1.04 0.42
C 0.13 0.08 0.64
C 0.67 1.43 0.18
C 0.24 1.87 -1.01
S -0.97 0.78 -1.70
C -1.17 -0.04 -0.12
Br -2.69 0.58 0.91
C -1.55 -1.61 -0.48
N -1.67 -2.75 -0.52
H 1.15 -1.39 -0.71
H 0.86 -1.82 1.02
H 2.22 -0.81 0.46
H 0.05 0.00 1.65
H 1.26 2.00 0.85
H 0.27 2.71 -1.61
```

Output
- E_LUMO (eV) = 0.41
- max |F| (hartree/bohr) = 0.098
- HOMO (eV) = -9.0
- total charge = 0
- gap between HOMO and LUMO (eV) = 9.39
- 2S+1 = 1
- energy relative to the best compared isomer or geometry (same formula, charge and spin) (kJ/mol) = 54.1

Record 8
This record from the Open Molecules 2025 dataset describes an isolated molecule of C6H6Cl2N4. The level of theory is the ωB97M-V functional and the def2-TZVPD basis.

The geometry in XYZ format:
```
18
Properties=species:S:1:pos:R:3
C -0.01 -1.09 2.05
C 0.85 -1.69 1.24
Cl 1.70 -3.02 1.80
N 1.07 -1.25 -0.09
C 0.67 0.02 -0.42
N 1.53 1.05 -0.31
C 1.17 2.29 -0.51
N -0.10 2.62 -0.78
C -1.05 1.65 -0.89
Cl -2.60 2.10 -1.48
C -0.72 0.23 -0.86
N -1.59 -0.76 -1.26
H -0.44 -0.15 1.73
H -0.53 -1.53 2.94
H 2.06 -1.48 -0.39
H 1.84 3.09 -0.76
H -2.50 -0.42 -1.18
H -1.36 -1.65 -0.85
```

Output
- E_LUMO (eV) = 0.21
- max |F| (hartree/bohr) = 0.078
- HOMO (eV) = -8.8
- total charge = 0
- gap between HOMO and LUMO (eV) = 8.98
- 2S+1 = 1
- energy relative to the best compared isomer or geometry (same formula, charge and spin) (kJ/mol) = 0.0

Record 9
This record from the Open Molecules 2025 dataset describes an isolated molecule of C6H6Cl3NO3. The level of theory is the ωB97M-V functional and the def2-TZVPD basis.

The geometry in XYZ format:
```
19
Properties=species:S:1:pos:R:3
C -0.87 0.21 1.36
C -1.00 1.36 0.36
C -1.18 -1.12 0.65
C 0.86 0.24 -1.00
C 0.28 1.45 -0.51
C -0.08 -1.96 0.08
N 2.18 0.00 -1.32
O 2.91 -0.30 -0.45
O 2.53 0.16 -2.48
O 0.00 1.01 -1.82
Cl 1.34 2.84 -0.48
Cl 1.30 -2.30 0.94
Cl -0.47 -3.07 -1.10
H 0.08 0.08 1.95
H -1.59 0.48 2.08
H -1.88 1.23 -0.20
H -1.12 2.31 0.88
H -1.56 -1.72 1.38
H -1.75 -0.92 -0.33
```

Output
- E_LUMO (alpha / beta) (eV) = -1.09 / -1.71
- max |F| (hartree/bohr) = 0.074
- HOMO (alpha / beta) (eV) = -9.3 / -8.5
- total charge = 0
- gap between HOMO and LUMO (alpha / beta) (eV) = 8.16 / 6.76
- 2S+1 = 1
- energy relative to the best compared isomer or geometry (same formula, charge and spin) (kJ/mol) = 261.4

Record 10
This record from the Open Molecules 2025 dataset describes an isolated molecule of C6H6Cl3P. The level of theory is the ωB97M-V functional and the def2-TZVPD basis.

The geometry in XYZ format:
```
16
Properties=species:S:1:pos:R:3
Cl 1.07 2.24 2.41
C 0.20 1.14 1.39
C 1.17 -0.12 1.04
C 0.81 -0.87 -0.01
C -0.35 -0.61 -0.88
P -2.08 -0.52 -0.04
C -1.00 0.95 -0.74
Cl -1.58 1.64 -2.21
C -0.29 1.89 0.19
Cl -1.57 3.06 0.84
H -0.62 0.75 2.06
H 2.00 -0.42 1.71
H 1.47 -1.70 -0.26
H 0.00 -0.95 -1.87
H -2.78 -0.46 -1.35
H 0.46 2.44 -0.22
```

Output
- E_LUMO (eV) = 0.31
- max |F| (hartree/bohr) = 0.086
- HOMO (eV) = -9.2
- total charge = 0
- gap between HOMO and LUMO (eV) = 9.54
- 2S+1 = 1
- energy relative to the best compared isomer or geometry (same formula, charge and spin) (kJ/mol) = 206.7

Record 11
This record from the Open Molecules 2025 dataset describes an isolated molecule of C6H6ClNO3. The level of theory is the ωB97M-V functional and the def2-TZVPD basis.

The geometry in XYZ format:
```
17
Properties=species:S:1:pos:R:3
C -1.54 -0.64 -1.10
C -0.37 0.24 -0.62
O 0.82 -0.39 -0.77
C 1.27 -0.40 -2.09
O 0.65 0.13 -2.97
C 2.52 -1.16 -2.24
Cl 3.18 -1.92 -3.65
C 3.29 -1.14 -1.00
N 3.93 -1.15 0.05
C 4.51 -0.93 1.45
O 5.43 -1.56 1.81
H -1.68 -1.54 -0.48
H -2.47 -0.12 -1.33
H -1.18 -0.95 -2.17
H -0.46 0.28 0.44
H -0.32 1.20 -0.99
H 3.96 -0.23 2.00
```

Output
- E_LUMO (eV) = -0.55
- max |F| (hartree/bohr) = 0.102
- HOMO (eV) = -8.7
- total charge = 0
- gap between HOMO and LUMO (eV) = 8.19
- 2S+1 = 1
- energy relative to the best compared isomer or geometry (same formula, charge and spin) (kJ/mol) = 194.7

Record 12
This record from the Open Molecules 2025 dataset describes a structure of composition C6H6CrO18. The level of theory is the ωB97M-V functional and the def2-TZVPD basis.

The geometry in XYZ format:
```
31
Properties=species:S:1:pos:R:3
Cr -0.09 -0.09 0.14
O 1.79 -2.18 -3.09
C 1.06 -2.33 -2.01
O 0.64 -1.26 -1.56
O 0.80 -3.47 -1.47
H 1.62 -1.24 -3.02
O 2.86 2.54 -1.39
C 1.51 2.67 -1.15
O 0.78 3.66 -1.49
O 1.01 1.62 -0.64
H 2.86 1.79 -0.78
O -0.61 3.42 2.68
C -1.10 2.87 1.61
O -1.38 3.75 0.73
O -1.30 1.63 1.43
H -0.70 4.23 2.17
O -1.94 0.16 -1.15
C -2.48 1.05 -2.00
O -3.27 0.71 -2.85
O -2.18 2.23 -1.98
H -2.19 -0.59 -1.70
O -2.75 -3.06 2.15
C -1.65 -2.76 1.52
O -0.85 -3.67 1.18
O -1.46 -1.61 1.02
H -3.01 -2.18 1.88
O 3.23 -1.65 2.53
C 2.23 -1.78 1.71
O 1.55 -0.80 1.42
O 2.01 -2.91 1.27
H 3.04 -0.76 2.83
```

Output
- E_LUMO (alpha / beta) (eV) = 9.17 / 9.16
- max |F| (hartree/bohr) = 0.197
- HOMO (alpha / beta) (eV) = 4.3 / 4.2
- total charge = -4
- gap between HOMO and LUMO (alpha / beta) (eV) = 4.82 / 5.00
- expectation value of S² = 6.0034
- 2S+1 = 5
- energy relative to the best compared isomer or geometry (same formula, charge and spin) (kJ/mol) = 438.1

> Which of these has the highest total charge?

C6H6BrCl2NOOs

> Number 4 is which compound?

C6H6Br2

> Which value of 2S+1 does entry 1 give?

1